Formula: C5H6O2
Source: OMol25
Level of theory: ωB97M-V/def2-TZVPD

As for the HOMO-LUMO gap: 10.533 eV. For the energy relative to the best compared isomer or geometry (same formula, charge and spin), the calculation gives 237.3 kJ/mol. The SMILES is O=C1CC2(CO2)C1. The LUMO energy is 0.8 eV.

Last column: Mulliken charge in e.
Element x y z (Å)
O: 0.2881 0.8813 2.6720  -0.5466
C: 0.1672 0.5992 1.5132  0.3735
C: 1.1501 0.1086 0.4366  -0.5759
C: -0.0435 0.0137 -0.4901  0.7321
C: -0.1793 -0.9789 -1.5296  -0.5463
O: -0.2294 0.4171 -1.8230  -0.4975
C: -1.0306 0.5422 0.5569  -0.6132
H: 1.5604 -0.8845 0.6792  0.2699
H: 1.9446 0.7752 0.1165  0.3069
H: 0.7091 -1.4583 -1.9499  0.2796
H: -1.0667 -1.5490 -1.3161  0.2600
H: -1.3527 1.5474 0.2506  0.2415
H: -1.9173 -0.0138 0.8836  0.3161